Entry 1:
Here is 11 unconnected molecules or ions with the total composition C35H57NO45S10 in a non-equilibrium geometry from OMol25. Energies are from wB97M-V/def2-TZVPD.

The geometry in XYZ format:
```
148
C35H57NO45S10 wB97M-V/def2-TZVPD
C 4.766 -0.919 -0.701
C 3.265 -1.369 -0.839
O 3.034 -2.528 -0.648
O 2.233 -0.467 -1.210
C 2.635 0.067 -2.494
C 1.458 0.291 -3.498
C 1.538 1.359 -4.531
C 0.474 1.593 -5.535
C -0.737 0.727 -5.530
C -0.799 -0.281 -4.492
C 0.251 -0.543 -3.464
C -0.212 -1.720 -2.538
O 0.377 -2.497 -1.868
N -1.669 -1.680 -2.745
C -2.396 -0.633 -1.979
C -3.832 -0.307 -2.538
C -4.828 0.259 -1.449
C -6.037 -0.760 -1.160
O -5.567 -2.120 -0.984
C -1.869 -1.375 -4.152
O -2.625 -1.845 -4.953
H 5.383 -1.753 -1.149
H 5.102 -0.783 0.356
H 5.016 -0.009 -1.324
H 3.398 -0.576 -3.032
H 3.097 1.084 -2.299
H 2.442 2.014 -4.549
H 0.538 2.393 -6.311
H -1.564 0.819 -6.270
H -1.781 0.320 -1.898
H -2.538 -0.976 -0.910
H -3.745 0.477 -3.352
H -4.333 -1.205 -3.005
H -4.335 0.590 -0.499
H -5.315 1.178 -1.900
H -6.574 -0.375 -0.251
H -6.769 -0.779 -2.017
H -5.732 -2.550 -1.842
O -7.717 3.032 -4.157
S -8.290 2.598 -2.926
O -7.610 2.698 -1.682
O -8.793 1.076 -3.118
C -10.197 0.996 -2.852
C -10.746 2.364 -3.208
O -9.742 3.288 -2.775
H -10.330 0.779 -1.789
H -10.653 0.203 -3.442
H -11.695 2.571 -2.720
H -10.862 2.473 -4.290
O -5.880 0.160 1.842
S -5.006 1.044 2.537
O -5.073 2.456 2.395
O -3.487 0.570 2.263
C -2.841 0.278 3.503
C -3.951 -0.164 4.432
O -5.063 0.681 4.112
H -2.363 1.193 3.862
H -2.085 -0.494 3.367
H -3.681 -0.060 5.481
H -4.242 -1.198 4.232
O 9.240 -0.890 2.851
S 7.889 -1.138 2.475
O 7.264 -0.454 1.393
O 6.964 -0.980 3.788
C 6.243 -2.195 4.020
C 7.117 -3.292 3.450
O 7.689 -2.728 2.260
H 5.291 -2.131 3.488
H 6.054 -2.330 5.083
H 6.552 -4.192 3.217
H 7.930 -3.541 4.130
O -0.977 4.275 -6.327
S -1.688 4.781 -5.201
O -1.089 5.626 -4.229
O -2.385 3.536 -4.445
C -3.802 3.735 -4.392
C -4.129 4.572 -5.614
O -3.039 5.491 -5.733
H -4.037 4.271 -3.470
H -4.321 2.777 -4.397
H -5.073 5.105 -5.512
H -4.155 3.959 -6.519
O 4.722 2.181 -2.511
S 5.444 3.323 -2.049
O 6.466 3.944 -2.816
O 6.024 2.989 -0.582
C 5.532 3.944 0.362
C 4.190 4.388 -0.190
O 4.379 4.452 -1.607
H 6.239 4.777 0.404
H 5.445 3.494 1.349
H 3.879 5.355 0.201
H 3.413 3.646 0.015
O -0.944 -4.208 6.040
S -2.224 -3.793 5.571
O -3.027 -2.846 6.264
O -3.110 -5.112 5.287
C -3.526 -5.128 3.916
C -2.445 -4.376 3.164
O -2.069 -3.306 4.038
H -4.488 -4.614 3.847
H -3.638 -6.152 3.564
H -2.795 -3.988 2.209
H -1.566 -5.004 3.001
O 4.665 -4.794 4.329
S 4.119 -5.257 5.562
O 4.814 -5.140 6.796
O 3.664 -6.793 5.364
C 2.267 -6.920 5.649
C 1.669 -5.568 5.314
O 2.649 -4.617 5.741
H 2.156 -7.150 6.712
H 1.829 -7.723 5.058
H 0.720 -5.396 5.817
H 1.534 -5.453 4.235
O 8.131 4.242 3.425
S 9.414 3.943 3.966
O 9.910 4.560 5.147
O 10.508 4.118 2.790
C 11.212 2.888 2.602
C 10.233 1.803 3.009
O 9.536 2.343 4.136
H 12.090 2.894 3.254
H 11.532 2.787 1.566
H 10.728 0.873 3.273
H 9.503 1.613 2.219
O 9.508 -3.446 2.852
S 10.306 -4.323 2.068
O 9.748 -5.213 1.110
O 11.267 -5.166 3.063
C 12.634 -4.942 2.716
C 12.666 -3.551 2.108
O 11.462 -3.455 1.346
H 12.929 -5.700 1.985
H 13.268 -5.022 3.597
H 13.536 -3.396 1.472
H 12.640 -2.780 2.882
O -13.867 2.252 -4.117
S -14.290 3.270 -5.023
O -14.176 3.143 -6.433
O -13.600 4.660 -4.573
C -14.612 5.632 -4.296
C -15.817 4.831 -3.842
O -15.814 3.664 -4.667
H -14.823 6.176 -5.220
H -14.270 6.332 -3.535
H -16.750 5.381 -3.956
H -15.710 4.511 -2.802
```

Calculated values
Gap between HOMO and LUMO   9.08 eV
Total energy   -239185.8712 eV
LUMO level   0.166 eV
Total charge   0

Atomic partial charges in e from the Löwdin method, atoms 1 to 99: atom 1 (C): 0.016, atom 2 (C): -0.468, atom 3 (O): 0.117, atom 4 (O): -0.040, atom 5 (C): -0.147, atom 6 (C): -0.070, atom 7 (C): 0.009, atom 8 (C): -0.034, atom 9 (C): 0.006, atom 10 (C): -0.049, atom 11 (C): 0.011, atom 12 (C): -0.320, atom 13 (O): 0.170, atom 14 (N): -0.005, atom 15 (C): -0.143, atom 16 (C): -0.164, atom 17 (C): -0.145, atom 18 (C): -0.232, atom 19 (O): -0.097, atom 20 (C): -0.382, atom 21 (O): 0.133, atom 22 (H): 0.106, atom 23 (H): 0.070, atom 24 (H): 0.066, atom 25 (H): 0.159, atom 26 (H): 0.098, atom 27 (H): 0.108, atom 28 (H): 0.090, atom 29 (H): 0.117, atom 30 (H): 0.140, atom 31 (H): 0.132, atom 32 (H): 0.105, atom 33 (H): 0.114, atom 34 (H): 0.097, atom 35 (H): 0.097, atom 36 (H): 0.093, atom 37 (H): 0.115, atom 38 (H): 0.081, atom 39 (O): -0.234, atom 40 (S): 0.612, atom 41 (O): -0.218, atom 42 (O): -0.198, atom 43 (C): -0.158, atom 44 (C): -0.175, atom 45 (O): -0.184, atom 46 (H): 0.136, atom 47 (H): 0.140, atom 48 (H): 0.124, atom 49 (H): 0.134, atom 50 (O): -0.225, atom 51 (S): 0.624, atom 52 (O): -0.211, atom 53 (O): -0.195, atom 54 (C): -0.163, atom 55 (C): -0.173, atom 56 (O): -0.182, atom 57 (H): 0.136, atom 58 (H): 0.130, atom 59 (H): 0.137, atom 60 (H): 0.121, atom 61 (O): -0.233, atom 62 (S): 0.644, atom 63 (O): -0.226, atom 64 (O): -0.177, atom 65 (C): -0.165, atom 66 (C): -0.169, atom 67 (O): -0.240, atom 68 (H): 0.132, atom 69 (H): 0.135, atom 70 (H): 0.121, atom 71 (H): 0.127, atom 72 (O): -0.235, atom 73 (S): 0.622, atom 74 (O): -0.214, atom 75 (O): -0.201, atom 76 (C): -0.165, atom 77 (C): -0.164, atom 78 (O): -0.187, atom 79 (H): 0.138, atom 80 (H): 0.127, atom 81 (H): 0.137, atom 82 (H): 0.135, atom 83 (O): -0.253, atom 84 (S): 0.639, atom 85 (O): -0.208, atom 86 (O): -0.185, atom 87 (C): -0.161, atom 88 (C): -0.163, atom 89 (O): -0.183, atom 90 (H): 0.137, atom 91 (H): 0.139, atom 92 (H): 0.138, atom 93 (H): 0.134, atom 94 (O): -0.227, atom 95 (S): 0.638, atom 96 (O): -0.213, atom 97 (O): -0.182, atom 98 (C): -0.158, atom 99 (C): -0.156


Entry 2:
Here is a molecular structure, C35H58IrOP2 in a non-equilibrium geometry from OMol25. Energies are from wB97M-V/def2-TZVPD.

The geometry in XYZ format:
```
97
C35H58IrOP2 wB97M-V/def2-TZVPD
Ir -0.487 2.472 0.483
C 2.292 2.298 0.129
C 1.508 3.418 0.629
C 0.961 1.538 1.872
C 1.951 1.153 0.862
C 0.859 3.005 1.884
C 3.305 2.426 -0.942
H 2.937 3.051 -1.762
H 3.602 1.451 -1.333
H 4.231 2.912 -0.611
C 2.520 -0.207 0.698
H 2.687 -0.455 -0.360
H 1.897 -0.978 1.173
H 3.510 -0.317 1.161
C 0.556 0.758 3.077
H 1.303 0.842 3.891
H 0.432 -0.302 2.799
H -0.403 1.154 3.452
C 0.878 3.838 3.133
H 1.906 3.869 3.560
H 0.182 3.432 3.876
H 0.536 4.854 2.907
C 1.753 4.860 0.356
H 2.573 5.269 0.974
H 0.840 5.425 0.582
H 1.994 4.980 -0.705
C 0.592 -0.607 -3.307
C 1.101 0.521 -3.838
C 0.415 1.841 -3.926
C 0.125 2.597 -2.621
C -1.125 2.252 -1.869
C -1.190 1.140 -0.896
C -0.545 -0.208 -1.138
C -0.692 -0.700 -2.590
H -0.473 1.840 -4.589
H -0.132 3.621 -2.943
H 1.138 2.486 -4.444
H -1.455 -0.082 -3.098
H 1.119 -1.553 -3.476
H 2.074 0.464 -4.315
H -1.085 -1.739 -2.617
H 0.492 -0.218 -0.759
H -2.204 0.891 -0.502
H -1.130 -0.893 -0.507
H 1.033 2.743 -1.994
H -1.579 3.245 -1.566
P -2.790 1.732 -3.438
C -3.353 0.324 -4.533
C -3.208 3.054 -4.658
P -3.542 2.636 -0.615
C -4.104 1.720 -2.158
C -4.117 4.283 -1.211
C -4.957 2.087 0.383
H -3.642 -0.567 -3.960
H -2.577 0.021 -5.251
H -4.224 0.667 -5.111
H -4.158 2.789 -5.144
H -2.433 3.074 -5.439
H -3.277 4.032 -4.170
H -5.888 2.146 -0.196
H -4.986 2.716 1.274
H -4.787 1.057 0.706
H -4.367 0.660 -1.982
H -4.973 2.167 -2.688
H -4.328 4.879 -0.317
H -5.016 4.217 -1.840
H -3.324 4.782 -1.775
C -1.983 -4.500 2.448
C -1.046 -4.623 1.259
C -1.127 -3.384 0.360
C 0.391 -4.944 1.686
C 0.778 -6.261 1.776
C 2.039 -6.618 2.236
C 2.963 -5.631 2.597
C 2.638 -4.285 2.551
C 3.587 -3.200 3.038
C 3.368 -2.901 4.529
C 5.057 -3.530 2.800
C 1.284 -3.896 2.178
O 0.883 -2.712 2.359
H -1.678 -3.673 3.092
H -1.982 -5.420 3.031
H -3.002 -4.322 2.107
H -1.377 -5.486 0.665
H -0.878 -2.499 0.961
H -0.416 -3.458 -0.476
H -2.136 -3.282 -0.062
H 0.051 -7.039 1.490
H 2.304 -7.671 2.323
H 3.944 -5.932 2.956
H 3.353 -2.276 2.490
H 3.586 -3.801 5.121
H 4.029 -2.093 4.872
H 2.329 -2.600 4.715
H 5.231 -3.799 1.753
H 5.695 -2.669 3.031
H 5.363 -4.361 3.444
```

Calculated values
Spin multiplicity   5
Gap between HOMO and LUMO (spin up / spin down)   6.81 / 6.76 eV
<S²>   6.081
Total energy   -60687.7226 eV
LUMO level (spin up / spin down)   -2.240 / -4.021 eV
Total charge   +1

The net atomic charges from Löwdin, expressed in e, are: atom 1 (Ir): 1.240, atom 2 (C): -0.206, atom 3 (C): -0.363, atom 4 (C): -0.342, atom 5 (C): -0.181, atom 6 (C): -0.488, atom 7 (C): -0.018, atom 8 (H): 0.076, atom 9 (H): 0.084, atom 10 (H): 0.103, atom 11 (C): -0.025, atom 12 (H): 0.086, atom 13 (H): 0.062, atom 14 (H): 0.100, atom 15 (C): -0.040, atom 16 (H): 0.104, atom 17 (H): 0.066, atom 18 (H): 0.084, atom 19 (C): -0.031, atom 20 (H): 0.111, atom 21 (H): 0.079, atom 22 (H): 0.077, atom 23 (C): -0.050, atom 24 (H): 0.103, atom 25 (H): 0.082, atom 26 (H): 0.078, atom 27 (C): -0.098, atom 28 (C): -0.095, atom 29 (C): -0.197, atom 30 (C): -0.206, atom 31 (C): -0.407, atom 32 (C): -0.481, atom 33 (C): -0.172, atom 34 (C): -0.188, atom 35 (H): 0.087, atom 36 (H): 0.118, atom 37 (H): 0.114, atom 38 (H): 0.035, atom 39 (H): 0.113, atom 40 (H): 0.102, atom 41 (H): 0.123, atom 42 (H): 0.089, atom 43 (H): 0.029, atom 44 (H): 0.087, atom 45 (H): 0.084, atom 46 (H): 0.033, atom 47 (P): 0.940, atom 48 (C): -0.227, atom 49 (C): -0.220, atom 50 (P): 0.822, atom 51 (C): -0.469, atom 52 (C): -0.271, atom 53 (C): -0.283, atom 54 (H): 0.052, atom 55 (H): 0.059, atom 56 (H): 0.048, atom 57 (H): 0.049, atom 58 (H): 0.054, atom 59 (H): 0.041, atom 60 (H): 0.052, atom 61 (H): 0.043, atom 62 (H): 0.045, atom 63 (H): 0.070, atom 64 (H): 0.070, atom 65 (H): 0.046, atom 66 (H): 0.048, atom 67 (H): 0.030, atom 68 (C): -0.056, atom 69 (C): -0.372, atom 70 (C): -0.085, atom 71 (C): -0.092, atom 72 (C): -0.034, atom 73 (C): -0.033, atom 74 (C): -0.017, atom 75 (C): -0.088, atom 76 (C): -0.379, atom 77 (C): -0.051, atom 78 (C): -0.077, atom 79 (C): -0.277, atom 80 (O): 0.028, atom 81 (H): 0.085, atom 82 (H): 0.083, atom 83 (H): 0.080, atom 84 (H): 0.132, atom 85 (H): 0.060, atom 86 (H): 0.088, atom 87 (H): 0.083, atom 88 (H): 0.129, atom 89 (H): 0.117, atom 90 (H): 0.114, atom 91 (H): 0.108, atom 92 (H): 0.089, atom 93 (H): 0.084, atom 94 (H): 0.079, atom 95 (H): 0.087, atom 96 (H): 0.084, atom 97 (H): 0.076